# 1
A cluster of 13 separate species, C60H65N13 in total at a distorted geometry. Source: the Open Molecules 2025 dataset; level of theory: ωB97M-V/def2-TZVPD.

Atoms and positions in Å:
N1 -4.5831 7.3833 6.8596
C1 -3.9565 6.1470 6.7516
C2 -4.9623 5.1832 6.5448
C3 -6.1430 5.8367 6.4799
C4 -5.9477 7.1818 6.7111
H1 -4.1288 8.2415 7.1375
H2 -2.9012 5.9859 6.9152
H3 -4.8238 4.1239 6.3864
H4 -7.1032 5.4240 6.2076
H5 -6.6071 8.0289 6.5920
N2 -4.0311 1.0334 -8.3086
C5 -3.6449 1.9400 -9.2664
C6 -2.3359 2.4223 -8.9443
C7 -1.9492 1.7096 -7.8383
C8 -3.0336 0.9174 -7.4075
H6 -4.8549 0.4496 -8.2865
H7 -4.3339 2.2161 -10.0509
H8 -1.7141 3.1188 -9.4872
H9 -0.9579 1.7492 -7.4115
H10 -3.2023 0.3004 -6.5373
N3 10.0432 -3.1099 5.0292
C9 9.8819 -2.7674 6.3419
C10 8.5298 -2.6628 6.6569
C11 7.8228 -3.1403 5.4897
C12 8.7779 -3.3225 4.5228
H11 10.8801 -3.3359 4.5110
H12 10.7055 -2.5248 6.9970
H13 8.1621 -2.3059 7.6076
H14 6.7627 -3.2793 5.3374
H15 8.6477 -3.6826 3.5130
N4 -4.7961 -6.9711 -1.8592
C13 -3.8753 -5.9796 -2.1151
C14 -3.1868 -6.2561 -3.2412
C15 -3.7299 -7.4926 -3.7323
C16 -4.6733 -7.8854 -2.8434
H16 -5.2978 -6.9911 -0.9829
H17 -3.7259 -5.2114 -1.3708
H18 -2.2922 -5.7774 -3.6113
H19 -3.3977 -8.0655 -4.5854
H20 -5.2268 -8.8097 -2.7680
N5 -1.3721 6.5524 -3.7807
C17 -1.9519 7.2598 -4.7651
C18 -1.3778 8.5705 -4.7319
C19 -0.5151 8.5509 -3.6261
C20 -0.5165 7.3297 -3.0713
H21 -1.4917 5.5616 -3.6254
H22 -2.5551 6.7245 -5.4834
H23 -1.5333 9.3951 -5.4118
H24 0.0299 9.3754 -3.1905
H25 0.0056 6.9609 -2.2008
N6 -7.0311 -2.4808 3.9549
C21 -8.0274 -2.6151 3.0148
C22 -8.6120 -3.8738 2.5699
C23 -8.3666 -4.8996 3.4564
C24 -7.3537 -4.8226 4.4499
C25 -6.6908 -3.5914 4.6661
H26 -8.2210 -1.7101 2.4581
H27 -9.3683 -3.9671 1.8046
H28 -8.9287 -5.8178 3.3705
H29 -7.0891 -5.6901 5.0362
H30 -6.0164 -3.3981 5.4872
N7 0.4462 -0.3481 13.1552
C26 1.2344 0.4295 12.3866
C27 1.6995 0.0031 11.1537
C28 1.3432 -1.2305 10.6769
C29 0.4752 -2.0180 11.4493
C30 0.0905 -1.5858 12.7196
H31 1.4703 1.4061 12.7828
H32 2.3369 0.6784 10.6023
H33 1.7969 -1.6507 9.7915
H34 0.0983 -2.9573 11.0724
H35 -0.5911 -2.1477 13.3408
N8 -0.8526 0.4704 0.0659
C31 -1.1575 0.7126 1.3536
C32 -0.3834 0.2604 2.4001
C33 0.7111 -0.5583 2.1290
C34 1.0625 -0.8236 0.8044
C35 0.2787 -0.2733 -0.1921
H36 -2.1323 1.1259 1.5665
H37 -0.7350 0.4534 3.4028
H38 1.2760 -1.0264 2.9216
H39 1.9188 -1.4125 0.5105
H40 0.5343 -0.4344 -1.2290
N9 4.4400 -2.7295 -10.5927
C36 4.8643 -2.7177 -11.8809
C37 4.0955 -2.2077 -12.9371
C38 2.7340 -1.8652 -12.6371
C39 2.2454 -2.0740 -11.3107
C40 3.0992 -2.5005 -10.3522
H41 5.7382 -3.2896 -12.1558
H42 4.4993 -2.1886 -13.9386
H43 2.0966 -1.4964 -13.4271
H44 1.1906 -1.9701 -11.1033
H45 2.6994 -2.7966 -9.3937
N10 -9.3452 1.7402 -3.2109
C41 -8.5973 2.6061 -2.5039
C42 -9.2767 3.4661 -1.6071
C43 -10.6971 3.5424 -1.6118
C44 -11.4341 2.7007 -2.4663
C45 -10.7054 1.7895 -3.2227
H46 -7.5182 2.6161 -2.4594
H47 -8.7980 4.0693 -0.8498
H48 -11.1928 4.3182 -1.0472
H49 -12.4723 2.8919 -2.6943
H50 -11.2820 1.0826 -3.8009
N11 5.8136 7.5527 6.8533
C46 6.4088 6.3361 6.6276
C47 5.8439 5.4119 5.7907
C48 4.6237 5.6649 5.1202
C49 3.9898 6.8571 5.3644
C50 4.5881 7.7269 6.2486
H51 7.3479 6.0573 7.0821
H52 6.3561 4.4889 5.5624
H53 4.0804 4.9031 4.5809
H54 3.0208 7.0816 4.9437
H55 4.0975 8.6657 6.4592
N12 6.6070 -7.8398 -1.9204
C51 7.0267 -7.9051 -3.2405
C52 6.1126 -7.9880 -4.2764
C53 4.7583 -8.0412 -4.0010
C54 4.3009 -7.9209 -2.6800
C55 5.2852 -7.8285 -1.6874
H56 8.1026 -7.8631 -3.3253
H57 6.4332 -7.9694 -5.3075
H58 4.0791 -8.2291 -4.8195
H59 3.2261 -7.9207 -2.5746
H60 4.8964 -7.5913 -0.7082
N13 7.6934 0.5738 -1.4623
C56 7.5046 -0.3938 -2.3715
C57 6.7127 -0.1670 -3.5106
C58 5.9316 1.0140 -3.6820
C59 6.1600 2.0320 -2.7189
C60 6.9974 1.7102 -1.6231
H61 8.0882 -1.3012 -2.3217
H62 6.6091 -1.0071 -4.1814
H63 5.3137 1.1234 -4.5610
H64 5.6520 2.9848 -2.7412
H65 7.2198 2.4852 -0.9045

Atoms 1-2, force components in eV/Å:
N -0.18 -1.41 -0.04
C -1.04 -0.46 0.32

Summary:
- Gap between HOMO and LUMO: 8.36 eV
- E_LUMO: 0.37 eV
- 2S+1: 1

# 2
A cluster of 9 separate species, C18H54O18 in total at a distorted geometry. Source: the Open Molecules 2025 dataset; level of theory: ωB97M-V/def2-TZVPD.

Atoms and positions in Å:
C1 -0.8823 0.4720 24.2000
C2 -0.6534 1.6580 23.2294
O1 0.3375 2.5301 23.7326
O2 -1.4038 0.7866 25.5064
H1 0.0654 -0.0480 24.3401
H2 -1.6637 -0.1539 23.7690
H3 -1.6223 2.1559 23.2689
H4 -0.4393 1.3772 22.1982
H5 0.5791 3.0556 22.9663
H6 -0.9799 1.5853 25.8289
C3 -5.3726 -7.5328 21.9324
C4 -5.9944 -6.2556 21.2877
O3 -6.5565 -6.4639 20.0345
O4 -6.2983 -8.2825 22.6682
H7 -4.5234 -7.2435 22.5514
H8 -4.9211 -8.1986 21.1968
H9 -5.1576 -5.6178 21.0031
H10 -6.6519 -5.8192 22.0396
H11 -6.9163 -5.6342 19.7123
H12 -5.9737 -9.1718 22.8274
C5 -4.1214 -2.3876 25.0743
C6 -3.8228 -2.4042 23.6152
O5 -4.2703 -3.7099 23.1426
O6 -5.4674 -2.0949 25.3086
H13 -3.5434 -1.5569 25.4794
H14 -3.7544 -3.2908 25.5617
H15 -2.7488 -2.2974 23.4623
H16 -4.2959 -1.5182 23.1917
H17 -5.1058 -3.8697 23.5875
H18 -6.0752 -2.8377 25.2862
C7 -6.4442 -6.7239 25.8603
C8 -6.5694 -5.2594 26.1492
O7 -6.8702 -4.4675 25.0222
O8 -7.4498 -7.1520 24.9933
H19 -6.3042 -7.2918 26.7801
H20 -5.5007 -6.9214 25.3515
H21 -5.7123 -4.7660 26.6076
H22 -7.3460 -5.1803 26.9099
H23 -7.5580 -4.9129 24.5221
H24 -7.0640 -7.5319 24.2006
C9 -1.0026 -6.0905 25.4725
C10 -1.6704 -7.4978 25.5180
O9 -2.7388 -7.7086 24.5588
O10 -0.4197 -5.9446 24.1736
H25 -0.3141 -6.1273 26.3167
H26 -1.6105 -5.2175 25.7101
H27 -2.0280 -7.5820 26.5442
H28 -0.8976 -8.2206 25.2561
H29 -2.2796 -7.7377 23.7162
H30 -1.1508 -5.7535 23.5816
C11 -5.6299 -2.2754 28.6246
C12 -4.4137 -1.5328 29.1083
O11 -3.2928 -2.4109 29.3488
O12 -6.1721 -3.0822 29.6415
H31 -5.4630 -2.9168 27.7592
H32 -6.4364 -1.5483 28.5292
H33 -4.7535 -1.1424 30.0676
H34 -4.1450 -0.7342 28.4168
H35 -3.6741 -3.1551 29.8204
H36 -5.5101 -3.6294 30.0704
C13 -4.7155 1.5261 25.7387
C14 -5.0635 3.0152 25.9529
O13 -4.9077 3.4857 27.2243
O14 -5.7214 0.6462 26.1297
H37 -3.8016 1.2766 26.2779
H38 -4.5127 1.3472 24.6827
H39 -6.0866 3.1633 25.6074
H40 -4.4729 3.5986 25.2465
H41 -5.7333 3.6567 27.6832
H42 -5.6501 -0.2155 25.7125
C15 -2.0273 -5.3613 20.9832
C16 -1.2738 -6.5583 20.5160
O15 -2.2246 -7.5328 20.4813
O16 -2.1684 -5.3338 22.3918
H43 -3.0094 -5.2764 20.5179
H44 -1.3700 -4.5505 20.6693
H45 -0.5178 -6.9358 21.2045
H46 -0.6866 -6.4771 19.6012
H47 -2.1309 -7.9914 21.3195
H48 -2.7286 -4.5685 22.5403
C17 -8.0223 -1.2407 22.4338
C18 -7.3312 0.0345 23.1002
O17 -7.6199 1.1603 22.3682
O18 -7.5392 -1.4301 20.9934
H49 -9.1023 -1.1072 22.3714
H50 -7.7238 -2.1401 22.9725
H51 -6.2644 -0.0983 22.9201
H52 -7.5064 0.1845 24.1655
H53 -8.5553 1.3299 22.2350
H54 -7.9997 -0.7985 20.4360

Atoms 1-2, force components in eV/Å:
C 0.41 0.40 0.03
C -1.25 -0.26 1.50

Summary:
- Net charge: +1
- ΔE to the lowest compared entry with this formula, charge and spin: 147.4 kJ/mol
- Gap between HOMO and LUMO (spin up / spin down): 8.12 / 1.83 eV
- E_LUMO (spin up / spin down): -3.12 / -9.41 eV
- 2S+1: 2

# 3
The ion CH3I3P with charge +1 at a distorted geometry. Source: the Open Molecules 2025 dataset; level of theory: ωB97M-V/def2-TZVPD.

Atoms and positions in Å:
C1 0.0890 0.8000 0.7545
P1 -0.0735 -0.6719 -0.5187
I1 0.3855 -2.7765 0.5417
I2 -2.3574 -0.6659 -1.5622
I3 1.5573 -0.0063 -2.0487
H1 -0.5471 1.7735 0.4353
H2 1.1558 0.9564 0.5692
H3 -0.2098 0.5908 1.8289

Atoms 1-2, force components in eV/Å:
C -1.73 0.76 -0.53
P -1.73 1.28 1.23

Summary:
- Net charge: +1
- ΔE to the lowest compared entry with this formula, charge and spin: 15.1 kJ/mol
- Gap between HOMO and LUMO: 7.99 eV
- E_LUMO: -6.22 eV
- 2S+1: 1

# 4
A cluster of 2 separate species, CH5FN2 in total at a distorted geometry. Source: the Open Molecules 2025 dataset; level of theory: ωB97M-V/def2-TZVPD.

Atoms and positions in Å:
C1 -1.1286 0.4109 0.2660
N1 0.7795 -0.7482 -0.2711
N2 -0.2065 -0.7283 0.5160
F1 2.1771 0.4979 0.0248
H1 -1.5134 0.3630 1.2229
H2 -0.5222 1.3245 0.0419
H3 -1.9253 0.3532 -0.5687
H4 0.8758 0.0053 -1.0516
H5 1.4637 -1.4782 -0.1803

Atoms 1-2, force components in eV/Å:
C 1.08 0.04 -2.09
N -2.84 1.81 -0.67

Summary:
- ΔE to the lowest compared entry with this formula, charge and spin: 321.6 kJ/mol
- Gap between HOMO and LUMO (spin up / spin down): 9.64 / 9.64 eV
- E_LUMO (spin up / spin down): -0.14 / -0.14 eV
- 2S+1: 1

# 5
A cluster of 2 separate species, C21H34F9O10PS in total at a distorted geometry. Source: the Open Molecules 2025 dataset; level of theory: ωB97M-V/def2-TZVPD.

Atoms and positions in Å:
C1 -1.0530 0.0058 -6.3555
C2 -1.4070 1.5505 -6.6781
C3 -2.9798 1.7528 -6.4328
C4 -0.4520 2.4783 -5.7873
C5 -0.8798 4.0175 -5.6886
C6 -1.3603 4.6852 -7.0631
C7 -1.9576 4.3270 -4.5124
O1 -1.8154 3.4576 -3.3648
C8 -2.3948 4.0230 -2.1790
C9 -2.4144 3.1195 -0.8335
C10 -1.4392 3.5322 0.3758
C11 -0.7427 2.2150 1.0310
O2 -0.9252 2.1395 2.4630
C12 0.2032 1.4736 3.1020
C13 -0.3157 0.3429 4.1179
F1 -0.7694 1.0531 5.2890
F2 -1.4515 -0.2725 3.5414
C14 0.8132 -0.6714 4.6281
F3 0.8186 -0.7701 6.0523
F4 2.0783 -0.0782 4.2848
C15 0.8024 -2.1161 3.9465
F5 1.8221 -2.8769 4.6230
F6 -0.3992 -2.8476 4.1753
C16 1.2451 -2.1184 2.3874
F7 2.5705 -2.6432 2.2533
F8 0.4020 -3.0849 1.7395
O3 -3.7394 3.1977 -0.1887
C17 -4.4523 4.2134 -0.8944
O4 -5.2019 5.0489 -0.3786
C18 -4.0147 3.9993 -2.4177
S1 -4.7747 2.3263 -2.8436
O5 -5.4134 2.4369 -4.2141
O6 -5.8481 1.9282 -1.8816
F9 -3.5661 1.1455 -3.0118
H1 0.0810 -0.1387 -6.3820
H2 -1.5609 -0.6142 -7.1773
H3 -1.4809 -0.2228 -5.3128
H4 -1.2092 1.6990 -7.7913
H5 -3.1520 2.0123 -5.3393
H6 -3.4665 0.7157 -6.5884
H7 -3.4531 2.4781 -7.1739
H8 0.5895 2.4435 -6.2899
H9 -0.3305 1.9546 -4.7727
H10 0.0700 4.5937 -5.3670
H11 -2.1105 5.5205 -6.7815
H12 -0.4641 5.1926 -7.5469
H13 -1.9196 3.9921 -7.7689
H14 -1.7363 5.4158 -4.1849
H15 -3.0076 4.3398 -4.9592
H16 -2.0857 5.1135 -1.9902
H17 -2.0690 2.0998 -1.2114
H18 -2.0891 3.9927 1.1978
H19 -0.6422 4.2998 0.0878
H20 0.3530 2.2501 0.6955
H21 -1.2462 1.2716 0.5880
H22 0.8746 0.9728 2.3303
H23 0.7570 2.3006 3.6781
H24 1.1343 -1.1126 1.8726
H25 -4.4489 4.7205 -3.1827
C19 2.4318 -5.9062 4.6552
O7 3.1410 -6.7371 5.5709
P1 4.5417 -6.0331 6.2747
O8 5.2469 -5.9782 4.9179
O9 4.8796 -7.4349 7.0537
C20 4.7950 -8.6699 6.3616
O10 5.8346 -5.2730 7.1042
C21 7.1602 -5.4988 6.6561
H26 1.3976 -6.2503 4.6030
H27 2.4453 -4.8678 4.9821
H28 2.8789 -5.9907 3.6626
H29 5.0440 -8.5601 5.3022
H30 3.7888 -9.0824 6.4631
H31 5.5003 -9.3678 6.8143
H32 7.3788 -4.8515 5.8044
H33 7.3202 -6.5450 6.3905
H34 7.8404 -5.2350 7.4689

Atoms 1-2, force components in eV/Å:
C -0.32 1.09 -0.34
C -0.12 -0.67 0.08

Summary:
- Gap between HOMO and LUMO: 7.15 eV
- E_LUMO: -2.40 eV
- 2S+1: 1

# 6
A structure of composition C5H10O at a distorted geometry. Source: the Open Molecules 2025 dataset; level of theory: ωB97M-V/def2-TZVPD.

Atoms and positions in Å:
C1 0.6809 -0.9360 -1.5750
C2 -0.0458 -0.1619 -0.5140
C3 -0.0845 1.3489 -0.7356
C4 0.0091 -0.7040 0.8264
O1 0.7203 -1.6836 1.0727
C5 -0.5788 0.1581 1.9365
H1 0.5610 -1.9994 -1.3789
H2 1.7644 -0.7359 -1.5237
H3 0.3464 -0.6519 -2.5800
H4 -1.1634 -0.9981 0.1056
H5 0.7659 1.8074 -0.1954
H6 -0.9854 1.8053 -0.3344
H7 0.0342 1.6349 -1.7907
H8 -1.4330 0.7972 1.6774
H9 -0.8496 -0.4774 2.7773
H10 0.2583 0.7965 2.2322

Atoms 1-2, force components in eV/Å:
C -0.19 -0.17 0.06
C -0.60 -0.56 0.31

Summary:
- ΔE to the lowest compared entry with this formula, charge and spin: 255.2 kJ/mol
- Gap between HOMO and LUMO: 9.50 eV
- E_LUMO: 0.68 eV
- 2S+1: 1

# 7
A structure of composition C10H14N3O5Ru at a distorted geometry. Source: the Open Molecules 2025 dataset; level of theory: ωB97M-V/def2-TZVPD.

Atoms and positions in Å:
O1 -0.0540 2.1822 -2.5055
C1 -0.0313 1.3523 -1.7064
Ru1 0.0419 -0.2070 -0.2310
O2 -0.0588 2.2271 1.7528
C2 0.0169 1.3314 1.0324
C3 -0.0608 -2.1356 -0.9110
O3 -0.1050 -3.2183 -1.3357
C4 2.0212 -0.1748 -0.3750
O4 3.1643 -0.1911 -0.4916
C5 -1.9343 -0.1927 -0.0866
O5 -3.0804 -0.2462 0.0021
H1 -0.0401 -0.6359 -1.7628
C6 -1.7622 -2.7286 3.4955
N1 -0.7055 -1.8167 3.9276
C7 -0.3085 -1.9123 5.3257
C8 0.1310 -1.2651 3.0049
N2 0.0333 -1.6008 1.7339
N3 1.0925 -0.3992 3.4495
C9 0.8465 0.5943 4.4771
C10 2.4098 -0.3760 2.8573
H2 -2.2677 -3.0949 4.3920
H3 -1.3540 -3.6016 2.9523
H4 -2.4944 -2.2025 2.8618
H5 0.7804 -2.0482 5.4042
H6 -0.6277 -1.0150 5.8725
H7 -0.8209 -2.7801 5.7518
H8 -0.6542 -2.3444 1.5971
H9 1.3952 0.3243 5.3902
H10 1.2105 1.5645 4.1203
H11 -0.2281 0.6723 4.6797
H12 2.5261 -1.1941 2.1468
H13 2.6073 0.5785 2.3640
H14 3.1529 -0.5048 3.6532

Atoms 1-2, force components in eV/Å:
O 0.13 -2.98 2.47
C -0.31 5.66 -4.61

Summary:
- Net charge: +2
- ΔE to the lowest compared entry with this formula, charge and spin: 196.1 kJ/mol
- Gap between HOMO and LUMO (spin up / spin down): 6.06 / 5.46 eV
- E_LUMO (spin up / spin down): -6.40 / -11.48 eV
- 2S+1: 6

# 8
An isolated molecule of C2H4N2O2 at a distorted geometry. Source: the Open Molecules 2025 dataset; level of theory: ωB97M-V/def2-TZVPD.

Atoms and positions in Å:
N1 0.1132 0.9135 -1.1803
C1 0.3233 0.9638 0.1604
O1 0.6905 1.9701 0.7329
N2 0.0917 -0.2224 0.8530
C2 -0.3140 -1.4647 0.4244
O2 -0.5562 -1.7529 -0.7134
H1 -0.4876 0.1883 -1.5323
H2 0.3419 1.6605 -1.8275
H3 0.2057 -0.0643 1.8424
H4 -0.4085 -2.1918 1.2403

Atoms 1-2, force components in eV/Å:
N -0.35 -0.49 -0.48
C 0.12 1.49 -1.39

Summary:
- ΔE to the lowest compared entry with this formula, charge and spin: 18.1 kJ/mol
- Gap between HOMO and LUMO: 11.08 eV
- E_LUMO: 0.71 eV
- 2S+1: 1

no.,E (a.u.)
1,-3036.8978
2,-2071.9530
3,-1274.0949
4,-250.3398
5,-3210.9783
6,-271.6554
7,-1023.8729
8,-338.6463